1.
{"formula": "C32H35BrClN2O2PbTe", "method": "ωB97M-V/def2-TZVPD", "species": ["Pb", "O", "C", "C", "C", "N", "C", "Br", "C", "H", "H", "H", "H", "Cl", "C", "C", "C", "C", "C", "C", "C", "H", "H", "H", "H", "H", "H", "C", "C", "O", "N", "Te", "C", "C", "C", "C", "C", "C", "C", "C", "C", "C", "C", "C", "C", "C", "C", "C", "C", "C", "H", "H", "H", "H", "H", "H", "H", "H", "H", "H", "H", "H", "H", "H", "H", "H", "H", "H", "H", "H", "H", "H", "H", "H", "H"], "xyz": [[-1.797, -2.297, 1.556], [-4.914, -2.559, -4.230], [-4.191, -2.553, -3.115], [-3.190, -3.486, -2.828], [-2.517, -3.380, -1.635], [-2.775, -2.418, -0.734], [-3.718, -1.534, -1.038], [-4.003, -0.175, 0.254], [-4.458, -1.538, -2.192], [-4.692, -3.301, -4.808], [-2.949, -4.282, -3.520], [-1.734, -4.081, -1.374], [-5.221, -0.800, -2.391], [-2.780, -4.234, 4.295], [-1.078, -4.312, 3.980], [-0.529, -5.509, 3.570], [0.838, -5.595, 3.322], [1.653, -4.473, 3.485], [1.108, -3.279, 3.888], [-0.283, -3.142, 4.159], [-0.812, -1.907, 4.552], [-1.165, -6.378, 3.464], [1.264, -6.539, 3.013], [2.716, -4.550, 3.304], [1.741, -2.412, 4.035], [-0.150, -1.065, 4.701], [-1.842, -1.805, 4.861], [1.854, -1.358, -0.432], [0.545, -1.614, 0.240], [0.169, -2.809, 0.414], [-0.302, -0.680, 0.691], [-0.179, 1.304, 0.722], [-0.956, 2.054, -1.092], [-1.256, 1.349, -2.257], [-0.970, -0.110, -2.494], [-1.813, 2.065, -3.314], [-2.064, 3.427, -3.247], [-2.659, 4.171, -4.405], [-1.744, 4.095, -2.067], [-1.196, 3.437, -0.980], [-0.844, 4.232, 0.255], [1.888, 1.693, 0.694], [2.627, 2.125, -0.416], [2.085, 2.293, -1.810], [3.973, 2.412, -0.210], [4.589, 2.281, 1.028], [6.039, 2.612, 1.214], [3.823, 1.833, 2.101], [2.477, 1.540, 1.963], [1.711, 1.054, 3.169], [2.236, -2.292, -0.834], [2.569, -0.954, 0.287], [1.744, -0.625, -1.230], [-0.898, -0.688, -1.580], [-0.039, -0.227, -3.056], [-1.762, -0.547, -3.104], [-2.049, 1.529, -4.227], [-2.832, 3.516, -5.256], [-1.998, 4.978, -4.723], [-3.610, 4.625, -4.122], [-1.924, 5.161, -1.994], [-1.023, 5.291, 0.081], [0.214, 4.140, 0.524], [-1.449, 3.946, 1.119], [1.506, 1.430, -2.137], [2.909, 2.422, -2.508], [1.438, 3.167, -1.896], [4.561, 2.747, -1.056], [6.513, 2.879, 0.273], [6.577, 1.766, 1.644], [6.152, 3.451, 1.903], [4.289, 1.713, 3.072], [2.388, 0.907, 4.008], [1.215, 0.096, 2.981], [0.953, 1.772, 3.490]], "max_force_ha_per_bohr": 0.0043, "e_homo_ev": [-12.649, -14.101], "lumo_energy_ev": [-5.5, -6.4], "de_lowest_kj_mol": 0.00, "multiplicity": 2, "homo_lumo_gap_ev": [7.1288, 7.6744], "charge": 2}


2.
{"formula": "C32H35CdN9O6", "method": "ωB97M-V/def2-TZVPD", "species": ["Cd", "N", "O", "O", "O", "N", "O", "O", "O", "N", "C", "C", "C", "C", "H", "H", "H", "H", "H", "N", "C", "C", "C", "C", "H", "H", "H", "H", "H", "N", "C", "C", "C", "C", "H", "H", "H", "H", "H", "N", "C", "C", "C", "C", "C", "H", "H", "H", "H", "H", "N", "C", "C", "C", "C", "C", "H", "H", "H", "H", "H", "N", "C", "C", "C", "C", "C", "H", "H", "H", "H", "H", "N", "C", "C", "C", "C", "C", "H", "H", "H", "H", "H"], "xyz": [[-1.450, -2.184, -0.200], [-0.193, -2.693, -3.183], [0.907, -2.976, -3.567], [-0.422, -2.356, -2.027], [-1.202, -2.980, -3.827], [1.081, 0.081, 0.298], [1.566, 0.386, -0.769], [0.116, -0.701, 0.369], [1.456, 0.724, 1.296], [-2.505, 3.168, 1.020], [-1.224, 2.722, 1.151], [-0.854, 2.617, 2.523], [-1.935, 2.980, 3.264], [-2.938, 3.385, 2.389], [-2.945, 3.543, 0.192], [-0.610, 2.631, 0.267], [0.132, 2.312, 2.842], [-1.948, 3.066, 4.340], [-3.930, 3.780, 2.548], [2.740, 2.762, 2.850], [4.051, 2.404, 2.986], [4.782, 3.604, 3.122], [3.858, 4.707, 3.015], [2.609, 4.137, 2.856], [1.965, 2.169, 2.588], [4.245, 1.348, 2.866], [5.861, 3.634, 3.155], [4.188, 5.732, 3.083], [1.664, 4.595, 2.606], [4.351, 0.036, -0.704], [5.251, -0.352, 0.236], [6.376, -0.872, -0.495], [6.103, -0.832, -1.826], [4.917, -0.207, -1.990], [3.443, 0.465, -0.604], [4.954, -0.264, 1.271], [7.235, -1.252, 0.039], [6.838, -1.097, -2.571], [4.450, 0.169, -2.888], [-2.590, -0.700, -1.226], [-2.162, 0.452, -1.736], [-2.900, 1.395, -2.407], [-4.287, 1.162, -2.626], [-4.773, -0.030, -2.154], [-3.942, -0.858, -1.409], [-1.171, 0.784, -1.464], [-2.528, 2.356, -2.731], [-4.900, 1.791, -3.254], [-5.776, -0.410, -2.280], [-4.419, -1.741, -1.012], [-0.529, 0.067, -4.807], [-1.253, 0.963, -5.569], [-1.086, 2.382, -5.474], [-0.132, 2.813, -4.576], [0.609, 1.938, -3.791], [0.440, 0.569, -3.995], [-2.007, 0.656, -6.278], [-1.645, 3.016, -6.147], [0.137, 3.857, -4.633], [1.360, 2.250, -3.079], [1.027, -0.160, -3.455], [-0.301, -3.725, 0.561], [0.086, -4.919, -0.051], [0.901, -5.858, 0.534], [1.504, -5.579, 1.784], [1.217, -4.379, 2.384], [0.243, -3.550, 1.838], [-0.297, -5.062, -1.050], [1.088, -6.752, -0.042], [2.302, -6.253, 2.058], [1.666, -4.123, 3.332], [0.001, -2.655, 2.393], [-2.499, -1.882, 1.605], [-2.744, -0.628, 2.104], [-3.596, -0.398, 3.239], [-4.280, -1.460, 3.816], [-4.066, -2.741, 3.293], [-3.182, -2.875, 2.270], [-2.097, 0.163, 1.755], [-3.808, 0.625, 3.513], [-4.887, -1.410, 4.708], [-4.502, -3.628, 3.728], [-3.200, -3.852, 1.808]], "max_force_ha_per_bohr": 0.1117, "e_homo_ev": [-9.869, -9.857], "lumo_energy_ev": [-2.4, -6.4], "multiplicity": 2, "homo_lumo_gap_ev": [7.4305, 3.4287], "charge": 1}


3.
{"formula": "C32H35N4O", "method": "ωB97M-V/def2-TZVPD", "species": ["C", "N", "C", "O", "C", "C", "C", "C", "C", "C", "C", "C", "N", "C", "C", "C", "C", "C", "C", "C", "C", "N", "C", "C", "C", "C", "C", "H", "H", "H", "H", "H", "H", "H", "H", "H", "H", "H", "H", "H", "H", "H", "H", "H", "H", "H", "H", "H", "H", "H", "H", "C", "C", "C", "N", "C", "C", "C", "C", "C", "C", "H", "H", "H", "H", "H", "H", "H", "H", "H", "H", "H"], "xyz": [[0.649, -2.676, 4.989], [0.735, -1.679, 3.950], [1.695, -0.706, 3.960], [2.518, -0.520, 4.851], [1.525, 0.104, 2.670], [2.790, 0.076, 1.806], [3.952, 0.794, 2.461], [5.169, 0.132, 2.655], [6.189, 0.748, 3.385], [6.009, 2.047, 3.880], [4.817, 2.735, 3.620], [3.795, 2.114, 2.895], [0.363, -0.537, 2.043], [-0.169, -0.092, 0.890], [-1.209, -0.742, 0.227], [-1.977, -0.204, -0.795], [-3.012, -0.937, -1.471], [-3.703, -0.334, -2.554], [-4.637, -1.032, -3.300], [-5.009, -2.332, -2.918], [-6.021, -3.050, -3.638], [-6.847, -3.651, -4.210], [-4.395, -2.931, -1.811], [-3.396, -2.266, -1.110], [-0.096, -1.738, 2.761], [0.225, -3.020, 1.973], [-1.575, -1.669, 3.169], [1.413, -2.479, 5.746], [-0.344, -2.652, 5.458], [0.800, -3.683, 4.575], [1.279, 1.147, 2.943], [3.060, -0.979, 1.621], [2.555, 0.538, 0.831], [5.286, -0.883, 2.264], [7.119, 0.208, 3.572], [6.797, 2.522, 4.467], [4.671, 3.752, 3.986], [2.856, 2.634, 2.689], [0.258, 0.830, 0.481], [-1.460, -1.749, 0.556], [-1.883, 0.848, -1.014], [-3.449, 0.699, -2.802], [-5.092, -0.575, -4.179], [-4.706, -3.933, -1.504], [-2.920, -2.774, -0.268], [1.314, -3.136, 1.890], [-0.199, -3.881, 2.503], [-0.188, -2.993, 0.963], [-1.700, -0.892, 3.933], [-2.220, -1.428, 2.325], [-1.879, -2.638, 3.579], [-1.593, 3.396, -0.862], [-0.680, 2.786, -1.904], [0.604, 3.536, -2.154], [-1.045, 1.725, -2.532], [-0.721, 1.343, -3.847], [-1.728, 1.351, -4.836], [-1.462, 0.900, -6.126], [-0.154, 0.550, -6.484], [0.860, 0.558, -5.516], [0.567, 0.896, -4.193], [-1.001, 3.708, 0.002], [-2.088, 4.282, -1.286], [-2.373, 2.702, -0.541], [0.662, 4.379, -1.461], [1.474, 2.892, -1.986], [0.656, 3.924, -3.178], [-2.719, 1.712, -4.549], [-2.279, 0.836, -6.846], [0.072, 0.267, -7.514], [1.883, 0.293, -5.784], [1.312, 0.835, -3.397]], "max_force_ha_per_bohr": 0.0510, "e_homo_ev": -11.066, "lumo_energy_ev": -4.9, "de_lowest_kj_mol": 72.89, "homo_lumo_gap_ev": 6.1494, "charge": 1}


How do the records compare in total energy? In the order shown, they have -135919.216 -63994.760 -41752.664 eV.